{
  "formula": "C3H9N3O",
  "method": "the ωB97M-V functional and the def2-TZVPD basis",
  "largest_force_ev_per_a": 2.274,
  "e_homo_ev": -8.520,
  "homo_lumo_gap_ev": 9.1,
  "charge": 0,
  "de_lowest_kj_mol": 450.1,
  "e_lumo_ev": 0.61,
  "symbols": ["C", "N", "N", "N", "H", "H", "H", "H", "H", "C", "C", "O", "H", "H", "H", "H"],
  "positions_angstrom": [[-0.5339, 1.3725, -1.4383], [-0.7359, 0.4449, 1.9244], [-1.0567, 0.9917, 0.7903], [-0.3817, 0.5971, -0.2228], [-1.1879, 0.9283, 2.6918], [0.3947, 0.0977, 1.8767], [-1.2968, 2.1347, -1.2971], [-0.8057, 0.6961, -2.2482], [0.4240, 1.8266, -1.6917], [0.3910, -1.8441, -0.0786], [0.9384, -0.4275, -0.1981], [1.7611, -0.0988, -1.0374], [1.2506, -0.1584, 1.1169], [-0.0164, -2.1383, -1.0463], [1.2246, -2.5018, 0.1621], [-0.3692, -1.9208, 0.6963]]
}